Record 1
The following is a quantum chemistry calculation of 7 unconnected molecules or ions with the total composition C34H52BrF2N5O18P in a non-equilibrium geometry, from the Open Molecules 2025 dataset.

The geometry in XYZ format:
```
113
Properties=species:S:1:pos:R:3:forces:R:3
C 6.4191 -0.5621 -1.0540 -0.42 -0.77 -0.57
C 5.7436 0.9389 -0.9535 1.88 -0.35 0.75
O 6.7569 1.8357 -0.3028 -2.36 -1.14 0.38
C 4.4331 0.9579 0.0078 1.42 -0.17 1.69
N 3.0947 1.1193 -0.6566 -3.48 -1.51 1.27
C 2.7723 1.7877 -1.9678 -1.58 0.74 -1.64
C 2.2965 3.3692 -1.8294 1.82 0.70 0.19
C 3.2480 4.3815 -2.7573 -0.73 0.54 -0.26
Br 0.4102 3.6261 -2.5633 1.19 -0.58 0.86
C 1.9953 0.6393 0.0684 -4.22 -1.48 2.57
N 1.9409 -0.0507 1.4169 -2.65 -0.66 0.05
C 0.5720 -0.4539 1.9178 4.02 4.34 -8.04
P 0.0348 -1.3698 3.5060 -2.13 0.68 6.57
O -0.7199 -0.3916 4.4959 3.06 -3.39 -4.69
O 1.5246 -1.9165 4.3024 -3.67 -0.99 -3.81
O -0.9422 -2.8027 3.2086 1.76 3.43 -1.61
N -0.2765 0.0951 0.7588 2.80 -1.76 4.03
N -1.6623 -0.0261 0.8234 -0.63 0.60 -4.98
C -2.3654 1.3047 0.6564 -1.05 7.77 6.07
O -2.2578 2.2004 1.6740 -0.60 -7.05 -8.04
F -3.2035 1.7141 -0.5022 3.13 -2.56 3.47
C -2.1353 -1.0630 -0.1761 -6.65 -5.94 0.69
O -3.1621 -1.8630 0.2134 8.10 6.00 -3.13
F -1.5349 -1.2764 -1.5341 -1.47 1.36 4.90
N 0.5182 0.6704 -0.2533 2.71 0.48 -0.19
H 7.5800 -0.5078 -1.2315 -2.64 0.21 0.46
H 6.2264 -1.2159 -0.0763 0.43 1.55 -2.03
H 5.9679 -1.1585 -1.9722 0.65 1.19 1.91
H 5.6105 1.3563 -2.0346 0.05 -0.61 2.17
H 6.8881 1.5343 0.6509 0.00 0.32 -1.95
H 4.4612 -0.0530 0.6442 -0.46 2.21 -1.57
H 4.5372 1.8292 0.8099 -0.08 -1.68 -1.90
H 3.6144 1.7666 -2.7762 -1.28 -0.31 2.05
H 1.8419 1.2250 -2.4614 2.18 0.96 1.10
H 2.3382 3.6883 -0.6843 -0.40 -0.59 -2.58
H 4.2417 4.6872 -2.2128 -1.84 -1.00 -1.07
H 3.4320 3.9075 -3.8366 -0.26 0.90 2.53
H 2.6670 5.4025 -2.9619 1.18 -2.35 0.61
H 1.6737 -2.8603 3.9414 0.00 1.78 0.86
H -1.6293 -2.6185 2.4787 1.24 -0.30 1.55
H 0.0626 1.0843 -1.1023 0.43 -0.38 1.09
O -9.1709 -3.6659 -0.8804 1.87 0.83 0.11
C -8.2199 -2.9702 -0.5645 -1.79 -1.26 -0.22
O -6.9168 -3.2828 -0.8261 -0.65 -0.25 -0.23
C -6.0705 -2.3060 -0.2217 0.56 0.12 0.02
C -6.9366 -1.0871 -0.0398 0.24 0.89 0.20
C -8.3003 -1.6838 0.2002 0.05 0.42 -0.14
H -5.7050 -2.7023 0.7315 -0.03 0.01 -0.07
H -5.2151 -2.1052 -0.8734 -0.24 -0.32 0.03
H -6.5963 -0.4339 0.7681 -0.06 -0.12 -0.09
H -6.9505 -0.5003 -0.9664 0.04 -0.05 0.10
H -8.4666 -1.9064 1.2578 -0.13 0.07 -0.09
H -9.0934 -1.0419 -0.1902 -0.08 -0.32 0.28
O 8.9078 0.5598 -0.0326 1.62 -1.66 0.67
C 9.8158 -0.1461 0.3741 -1.16 1.19 -0.21
O 9.7076 -1.4894 0.5933 -0.50 0.79 -0.40
C 10.9220 -1.9694 1.1683 0.39 -0.70 0.34
C 11.9700 -0.9568 0.7871 0.92 -0.05 -0.08
C 11.1865 0.3308 0.7483 0.43 -0.03 -0.17
H 10.7899 -2.0429 2.2528 -0.03 0.02 -0.09
H 11.1508 -2.9626 0.7710 -0.29 0.14 0.06
H 12.8170 -0.9330 1.4779 -0.14 -0.09 -0.09
H 12.3564 -1.1818 -0.2144 -0.03 -0.02 0.18
H 11.1424 0.8101 1.7302 -0.11 0.11 -0.17
H 11.5829 1.0192 -0.0017 -0.31 0.14 0.26
O 8.8617 2.2457 3.2748 1.81 0.69 0.14
C 9.8127 2.9414 3.5907 -1.67 -1.26 -0.29
O 11.1158 2.6288 3.3290 -0.90 -0.24 -0.16
C 11.9621 3.6056 3.9335 0.86 0.20 0.17
C 11.0960 4.8245 4.1154 0.21 0.91 0.11
C 9.7323 4.2278 4.3554 0.03 0.51 -0.10
H 12.3276 3.2093 4.8867 -0.04 0.00 -0.09
H 12.8175 3.8063 3.2818 -0.17 -0.28 0.05
H 11.4363 5.4777 4.9233 0.03 -0.12 -0.15
H 11.0821 5.4113 3.1888 0.05 -0.08 0.16
H 9.5660 4.0051 5.4130 -0.15 -0.02 -0.11
H 8.9392 4.8697 3.9650 -0.10 -0.35 0.24
O -11.5264 1.5849 -3.8792 0.36 -1.97 0.18
C -11.0571 0.4676 -3.7393 -1.11 1.93 0.00
O -11.8008 -0.6736 -3.6453 0.12 1.00 -0.24
C -10.9352 -1.7762 -3.3793 -0.06 -0.84 0.26
C -9.5747 -1.3374 -3.8544 0.77 -0.46 -0.22
C -9.5994 0.1485 -3.5997 0.45 -0.22 -0.34
H -10.9532 -1.9830 -2.3041 0.01 -0.04 -0.10
H -11.2892 -2.6609 -3.9165 -0.15 0.24 0.16
H -8.7548 -1.8544 -3.3489 -0.17 -0.06 -0.06
H -9.4798 -1.5238 -4.9310 0.00 -0.01 0.18
H -9.2758 0.3928 -2.5841 -0.01 0.15 -0.07
H -9.0044 0.6919 -4.3374 -0.16 0.22 0.34
O 0.9559 -5.1527 -3.8276 -1.64 -0.58 1.13
C -0.1553 -5.3285 -3.3558 2.03 0.03 -1.05
O -0.4901 -6.3734 -2.5432 0.62 0.53 -0.37
C -1.8897 -6.3246 -2.2704 -0.55 -0.47 0.35
C -2.2925 -4.8935 -2.5125 -0.77 0.49 0.22
C -1.3551 -4.4684 -3.6143 -0.32 0.37 0.23
H -2.4014 -7.0201 -2.9440 0.05 0.06 0.07
H -2.0748 -6.6313 -1.2368 0.21 -0.11 -0.22
H -3.3492 -4.7813 -2.7693 0.12 -0.08 0.11
H -2.0974 -4.2961 -1.6135 -0.07 -0.09 -0.08
H -1.7569 -4.7035 -4.6037 0.15 0.11 0.01
H -1.1034 -3.4080 -3.5400 0.12 -0.21 -0.37
O -8.1964 0.1761 3.1192 -0.76 1.09 -1.42
C -8.7986 1.0883 2.5776 1.16 -1.31 1.06
O -8.8590 1.2758 1.2265 0.30 -0.61 0.63
C -9.5505 2.4935 0.9531 -0.28 0.57 -0.66
C -10.3814 2.7632 2.1802 -0.76 0.52 0.13
C -9.5351 2.1848 3.2859 -0.49 0.11 0.11
H -8.8120 3.2810 0.7698 -0.03 -0.08 0.01
H -10.1697 2.3732 0.0594 0.28 -0.12 0.06
H -10.6160 3.8221 2.3170 0.03 -0.16 -0.12
H -11.3278 2.2124 2.1158 0.14 0.13 -0.03
H -8.8129 2.9115 3.6681 -0.01 -0.16 0.10
H -10.1506 1.7870 4.0960 0.44 0.03 0.05
```
Positions in Å, forces in eV/Å.

Summary:
HOMO energy: -11.32 eV
Kohn-Sham gap: 6.052 eV
Energy: -165155.747 eV
LUMO level: -5.3 eV
Net charge: +1

Record 2
The following is a quantum chemistry calculation of 9 unconnected molecules or ions with the total composition C34H52Cl2O24 in a non-equilibrium geometry, from the Open Molecules 2025 dataset.

The geometry in XYZ format:
```
112
Properties=species:S:1:pos:R:3:forces:R:3
C 3.7412 0.1885 5.6128 -0.46 0.76 0.49
C 2.5274 1.0555 5.8796 -0.92 -0.28 0.75
C 1.2521 0.6833 5.1105 0.89 -0.64 0.34
O 0.2116 0.7223 6.0834 -0.42 0.53 -0.99
C 0.7388 0.7552 7.3109 -0.38 0.48 0.72
O 0.1065 0.7693 8.3203 0.34 -0.21 -0.33
O 2.0735 0.8256 7.2264 0.96 0.05 0.58
H 4.4889 0.3461 6.3896 0.07 0.26 -0.11
H 4.1330 0.5154 4.6504 0.21 -0.65 -0.13
H 3.4388 -0.8523 5.7196 0.11 -0.09 -0.60
H 2.6981 2.1295 5.7720 0.36 -0.05 0.08
H 1.3272 -0.3664 4.8191 -0.05 0.16 -0.65
H 1.1341 1.3851 4.2905 -0.68 -0.25 0.01
C 4.0319 -1.1560 -1.6366 -1.43 -0.65 -0.39
C 3.9433 -1.1255 -3.1859 0.43 -0.33 0.53
C 5.1635 -0.5813 -3.8965 1.28 -0.71 1.02
O 5.2808 -1.4423 -5.0169 0.41 0.76 -0.40
C 4.7514 -2.6321 -4.6928 -0.93 -0.13 -2.02
O 4.8602 -3.5788 -5.4139 0.09 -0.14 0.97
O 3.9327 -2.5023 -3.6425 0.02 -0.20 0.52
H 4.3703 -2.1136 -1.2311 1.22 0.15 -0.69
H 3.0390 -1.2987 -1.1917 -0.28 1.06 -0.26
H 4.5574 -0.3024 -1.2220 -0.05 -0.04 0.10
H 3.1086 -0.6141 -3.6700 -0.52 -0.19 0.74
H 6.0702 -0.8031 -3.3161 -0.09 0.47 0.28
H 5.1378 0.4777 -4.1324 -0.21 -0.14 -0.40
C 5.3432 3.0892 -1.7859 -0.57 0.98 -0.51
C 3.8625 2.7471 -1.5062 3.09 0.44 0.43
C 2.9616 3.9891 -1.6491 -0.05 -2.53 0.29
O 2.1100 3.5499 -2.7257 -0.23 0.98 -0.36
C 2.3703 2.2931 -3.1194 -1.24 -0.58 0.75
O 1.6508 1.6259 -3.8043 0.57 0.47 -0.40
O 3.4387 1.7990 -2.4820 0.00 0.28 0.44
H 5.3012 3.8302 -2.5899 0.43 -0.20 -0.24
H 5.9884 2.2691 -2.0915 -0.25 -0.23 0.13
H 5.8061 3.6178 -0.9514 -0.11 -0.18 0.18
H 3.8739 2.3504 -0.4902 -0.80 -0.52 -0.17
H 3.5388 4.8818 -1.8590 -0.38 0.19 -0.22
H 2.4009 3.9897 -0.7164 -0.45 0.88 -0.27
C -2.1421 -0.1931 3.6580 -0.17 0.25 0.36
C -3.1428 0.2887 4.7282 1.36 -0.42 -0.27
C -4.6129 -0.0573 4.5244 1.05 0.50 -0.90
O -4.8740 -1.0411 5.5159 -1.07 0.50 -0.61
C -3.9011 -1.0187 6.4273 0.65 -0.84 0.58
O -3.9631 -1.5579 7.4896 0.06 0.19 -0.24
O -2.8038 -0.4139 5.9314 -0.15 0.54 0.50
H -2.1520 -1.2796 3.5671 -0.38 0.00 -0.19
H -1.1215 0.0483 3.9520 -0.07 0.22 0.16
H -2.3112 0.2874 2.6930 -0.19 -0.13 -0.05
H -3.0301 1.3597 4.9020 0.18 -0.03 0.08
H -4.6960 -0.4067 3.4970 -0.69 -0.49 0.25
H -5.1723 0.8691 4.6299 -0.67 -0.42 0.30
C -1.1627 3.2284 -3.9394 -0.46 -0.51 0.99
C -0.6817 4.0975 -5.0656 0.87 -0.61 0.25
C -0.7985 3.4781 -6.4573 0.33 -0.65 0.44
O -1.4064 4.4924 -7.2140 0.52 1.09 -1.09
C -1.5497 5.6528 -6.4851 -2.90 -1.80 0.52
O -2.1510 6.6156 -6.8390 1.20 0.21 -0.53
O -1.3714 5.3366 -5.1903 0.71 0.43 0.62
H -2.2231 2.9651 -3.9356 -0.13 0.44 -0.34
H -0.9223 3.6243 -2.9522 -0.11 0.43 -0.17
H -0.6634 2.2586 -3.9011 0.31 0.13 -0.57
H 0.3677 4.3252 -4.8624 0.01 0.10 -0.01
H -1.3762 2.5502 -6.4699 -0.51 0.34 0.00
H 0.1745 3.1710 -6.8496 0.04 0.46 -0.16
C 0.3425 -2.8239 -2.7189 -0.03 0.15 0.57
C -1.0095 -3.4645 -3.1231 2.90 1.55 -0.09
C -1.1982 -4.8140 -2.5081 0.25 -1.27 -0.81
O -2.4538 -4.7198 -1.8670 -0.24 -0.65 0.98
C -2.8983 -3.4624 -1.8760 -1.17 1.35 -2.28
O -3.9631 -3.0493 -1.5327 0.63 -0.61 0.94
O -2.0898 -2.6890 -2.6768 -0.20 -0.21 0.83
H 0.4656 -1.8386 -3.1714 -0.03 -0.08 -0.20
H 1.2035 -3.4446 -2.9786 -0.19 -0.08 -0.44
H 0.4537 -2.6834 -1.6387 -0.48 -0.07 0.08
H -0.9558 -3.4463 -4.2142 -0.67 -0.37 0.00
H -0.4324 -5.1843 -1.8228 -0.03 0.64 0.29
H -1.1936 -5.5539 -3.3155 -0.62 -0.16 0.23
C 1.3699 -5.8811 2.0535 -0.12 -0.12 0.65
C 0.0057 -5.2931 1.7129 0.14 -1.37 -0.16
C -0.7606 -4.8246 2.9432 0.42 0.08 -0.80
O -1.4349 -3.6684 2.4300 -0.56 0.00 0.62
C -0.9141 -3.2955 1.2625 0.61 1.15 -0.07
O -1.1596 -2.2674 0.6920 -0.18 -0.63 0.11
O 0.0325 -4.1558 0.8576 0.33 0.23 -0.12
H 2.1214 -5.1447 2.3427 -0.10 0.29 -0.49
H 1.7623 -6.5927 1.3314 0.01 0.30 -0.25
H 1.2625 -6.4444 2.9867 -0.26 -0.19 -0.11
H -0.5974 -6.0190 1.1575 0.12 -0.23 0.22
H -0.0476 -4.5639 3.7269 -0.33 0.30 0.19
H -1.4752 -5.5715 3.2754 -0.08 0.19 0.15
C -4.1664 1.0853 -0.5533 -0.87 1.06 -1.43
C -4.3823 1.9565 0.6685 -0.58 -1.83 0.73
C -5.2032 3.2178 0.4401 0.65 0.65 -0.44
O -6.3975 3.0658 1.2037 0.76 0.13 -0.05
C -6.2401 1.9944 2.0125 -1.12 -0.50 0.13
O -6.9771 1.7487 2.9206 0.48 0.00 -0.27
O -5.2343 1.2076 1.5867 0.08 0.51 0.44
H -4.2367 -0.0018 -0.5405 0.85 -0.02 1.01
H -3.3098 1.4992 -1.0899 -0.03 -0.60 -0.03
H -5.0220 1.2626 -1.2197 0.01 0.31 0.00
H -3.4829 2.1583 1.2512 0.19 0.03 -0.37
H -5.4160 3.3695 -0.6172 -0.33 -0.05 0.08
H -4.6250 4.0765 0.7865 -0.33 0.17 0.11
Cl -1.0469 2.3026 -0.4974 0.35 -0.74 0.11
C -0.5867 0.4934 -0.3784 0.23 1.60 0.44
C 0.8464 0.4816 0.1095 0.91 -0.87 -1.77
Cl 1.0889 1.1090 1.7205 0.04 0.09 0.32
H -0.7121 0.1273 -1.3913 0.10 -0.29 0.09
H -1.2745 0.0523 0.3332 -0.04 -0.11 -0.15
H 1.5199 0.9788 -0.5965 -0.45 0.87 0.16
H 1.3452 -0.4868 0.0026 -0.83 -0.50 0.71
```
Positions in Å, forces in eV/Å.

Summary:
HOMO energy: -10.33 eV
Structure (SMILES): C[C@H]1COC(=O)O1.C[C@H]1COC(=O)O1.C[C@H]1COC(=O)O1.C[C@H]1COC(=O)O1.C[C@H]1COC(=O)O1.C[C@H]1COC(=O)O1.C[C@H]1COC(=O)O1.C[C@H]1COC(=O)O1.ClCCCl
Kohn-Sham gap: 9.866 eV
Energy: -110286.386 eV
ΔE to the lowest compared entry with this formula, charge and spin: 262.57 kJ/mol
LUMO level: -0.5 eV